Record 1
{"formula": "C4H14O4", "method": "the ωB97M-V functional and the def2-TZVPD basis", "e_above_lowest_kj_mol": 191.9, "orbital_gap_ev": 10.85, "mol_weight_da": 126.15, "e_tot_ha": -461.68317, "homo_ev": -10.24, "charge": 0, "elements": ["C", "C", "C", "C", "O", "H", "H", "H", "H", "H", "H", "H", "H", "O", "H", "H", "O", "H", "H", "O", "H", "H"], "coordinates": [[-2.25174, -0.44909, -1.23142], [-1.44615, -0.45453, 0.04166], [-0.53102, -1.78660, 0.21341], [0.24506, -1.32133, 1.35278], [0.91695, -0.31966, 1.36651], [-3.13105, -0.04718, -1.06788], [-2.33833, -1.52100, -1.60648], [-1.58212, 0.26299, -1.86339], [-2.23517, -0.54803, 0.76305], [-0.80438, 0.39931, 0.07561], [0.12054, -1.98843, -0.60867], [-1.17388, -2.63131, 0.39193], [0.31765, -2.12655, 2.17770], [1.34165, 2.04155, -0.82850], [1.00824, 1.72876, 0.01202], [1.04730, 2.92546, -1.12350], [2.75358, -0.03768, -1.76751], [2.92778, -0.46014, -0.96790], [2.29292, 0.74669, -1.65072], [0.77683, 2.15300, 1.93593], [0.15622, 1.48672, 2.22328], [1.58913, 1.94703, 2.16208]], "mulliken_charge": [-1.11, -0.11, -0.53, -0.05, -0.43, 0.41, 0.24, 0.25, 0.26, 0.08, 0.35, 0.37, 0.29, -0.69, 0.41, 0.26, -0.63, 0.26, 0.40, -0.65, 0.34, 0.31]}


Record 2
{"formula": "C4H5NO2", "method": "the ωB97M-V functional and the def2-TZVPD basis", "e_above_lowest_kj_mol": 137.8, "orbital_gap_ev": 10.36, "mol_weight_da": 99.09, "e_tot_ha": -360.61694, "homo_ev": -10.01, "charge": 0, "elements": ["O", "C", "C", "N", "C", "C", "O", "H", "H", "H", "H", "H"], "coordinates": [[-2.58262, -1.77217, -0.56968], [-1.42903, -1.60402, -0.87135], [-0.58321, -0.49526, -0.31334], [-0.89962, 0.73151, -0.26829], [0.32296, 1.41400, 0.19417], [1.19796, 0.28158, 0.74578], [0.65674, -0.88123, 0.08289], [-0.89661, -2.24105, -1.61150], [0.08505, 2.17496, 0.94294], [0.80201, 1.89881, -0.66703], [2.26548, 0.34835, 0.50915], [1.06088, 0.14453, 1.82625]], "mulliken_charge": [-0.41, -0.12, 0.67, -0.49, -0.35, -0.27, -0.36, 0.28, 0.29, 0.26, 0.25, 0.25]}


Record 3
{"formula": "C8H9NO3", "method": "the ωB97M-V functional and the def2-TZVPD basis", "e_above_lowest_kj_mol": 125.7, "orbital_gap_ev": 8.25, "mol_weight_da": 167.16, "e_tot_ha": -590.69095, "homo_ev": -7.81, "charge": 0, "elements": ["N", "C", "C", "C", "C", "O", "C", "C", "O", "O", "C", "C", "H", "H", "H", "H", "H", "H", "H", "H", "H"], "coordinates": [[-2.30288, -2.47615, 2.63631], [-1.37129, -1.59232, 1.97239], [-1.91545, -0.47767, 1.32686], [-1.16314, 0.36611, 0.53881], [0.23326, 0.21130, 0.56589], [1.16922, 0.97905, -0.03196], [0.85902, 1.80867, -1.13650], [1.24745, 1.20338, -2.44161], [1.90411, 0.23883, -2.58084], [0.68563, 1.79626, -3.56332], [0.75296, -0.85128, 1.28302], [-0.00018, -1.73556, 2.05336], [-3.22239, -2.01602, 2.81045], [-1.90436, -3.00615, 3.38806], [-3.01134, -0.32952, 1.44171], [-1.70469, 1.01562, -0.21553], [-0.25545, 2.19484, -1.16253], [1.53453, 2.60432, -1.01530], [0.36352, 2.60803, -3.22573], [1.88814, -0.91221, 1.32407], [0.50465, -2.53474, 2.63628]], "mulliken_charge": [-0.57, 0.91, -0.70, -0.47, 0.74, -0.32, -0.68, 0.79, -0.47, -0.46, -0.29, -0.59, 0.21, 0.22, 0.17, 0.10, 0.30, 0.30, 0.31, 0.27, 0.27]}


Record 4
{"formula": "C2H4N2O2", "method": "the ωB97M-V functional and the def2-TZVPD basis", "e_above_lowest_kj_mol": 575.5, "orbital_gap_ev": 9.50, "mol_weight_da": 88.07, "e_tot_ha": -338.43400, "homo_ev": -9.06, "charge": 0, "elements": ["C", "N", "O", "C", "N", "O", "H", "H", "H", "H"], "coordinates": [[-1.92756, -0.39466, -0.10302], [-0.66735, -0.30725, 0.14256], [-0.11471, 0.92674, 0.17822], [1.23858, 0.99228, -0.07009], [2.16031, 0.07871, -0.02543], [1.84711, -1.20469, 0.05025], [-2.63103, 0.53745, -0.08622], [-2.43606, -1.28161, -0.09494], [1.70597, 1.94657, -0.12883], [0.82473, -1.29355, 0.13748]], "mulliken_charge": [-0.33, -0.39, -0.13, 0.04, -0.23, -0.36, 0.21, 0.32, 0.37, 0.49]}


Record 5
{"formula": "C3H8OSn", "method": "the ωB97M-V functional and the def2-TZVPD basis", "e_above_lowest_kj_mol": 6.9, "orbital_gap_ev": 7.45, "mol_weight_da": 178.81, "e_tot_ha": -407.87753, "homo_ev": -19.71, "charge": 2, "elements": ["Sn", "C", "C", "C", "O", "H", "H", "H", "H", "H", "H", "H", "H"], "coordinates": [[-0.48078, 2.91649, 1.27892], [0.98954, -0.71161, -0.79153], [-0.31984, -0.03504, -0.35700], [-0.72639, -0.64603, 0.98796], [-0.08482, 1.35158, -0.05812], [1.25422, -0.02242, -1.59344], [0.87080, -1.68399, -1.26953], [1.80196, -0.71724, -0.06487], [-1.02001, 0.09026, -1.18293], [-1.70387, -0.23285, 1.23673], [-0.10241, -0.31438, 1.81788], [-0.74933, -1.72823, 0.85980], [0.27091, 1.73347, -0.86387]], "mulliken_charge": [1.51, -1.16, 0.52, -1.38, -0.47, 0.41, 0.39, 0.32, 0.31, 0.38, 0.38, 0.37, 0.42]}


Record 6
{"formula": "C2HF2OP", "method": "the ωB97M-V functional and the def2-TZVPD basis", "e_above_lowest_kj_mol": 308.2, "orbital_gap_ev": 8.09, "mol_weight_da": 110.00, "e_tot_ha": -693.03995, "homo_ev": -9.48, "charge": 0, "elements": ["C", "C", "O", "F", "F", "P", "H"], "coordinates": [[0.39841, -0.44009, 0.35413], [0.87101, 0.68524, -0.10408], [-2.35321, -1.45021, -0.51757], [2.10659, 1.19822, -0.08278], [0.09889, 1.76262, -0.32472], [-2.01615, -0.26677, 0.20927], [0.89445, -1.48902, 0.46575]], "mulliken_charge": [-0.75, 0.68, -0.32, -0.23, -0.22, 0.54, 0.28]}


Record 7
{"formula": "C9H15Cl2IrN", "method": "the ωB97M-V functional and the def2-TZVPD basis", "e_above_lowest_kj_mol": 75.1, "orbital_gap_ev": [6.32, 6.37], "mol_weight_da": 400.35, "spin_multiplicity": 6, "s_squared": 8.764, "e_tot_ha": -1431.08895, "homo_ev": [-6.06, -8.68], "charge": 0, "elements": ["Ir", "Cl", "Cl", "C", "H", "H", "C", "C", "H", "C", "H", "C", "H", "H", "C", "H", "H", "C", "H", "H", "H", "H", "C", "C", "N", "H", "H", "H"], "coordinates": [[-0.36303, 1.48538, -0.38995], [1.91680, 1.52676, -0.28837], [-2.34748, 0.98641, 0.59416], [-0.74245, 3.25030, -0.74733], [-1.79829, 3.52293, -1.04847], [-0.13493, 3.88820, -1.45782], [-0.38717, -1.34629, -1.42590], [-0.35040, -0.02490, -1.72697], [-0.57273, -1.67855, -0.39867], [0.41305, 0.60195, -2.95429], [-1.40445, 0.56020, -1.81210], [0.62383, -0.42103, -4.07005], [-0.24151, 1.36879, -3.32117], [1.37237, 1.03621, -2.67004], [0.95191, -1.78441, -3.46776], [-0.31660, -0.52233, -4.62746], [1.42817, -0.15095, -4.74987], [-0.22231, -2.25088, -2.58337], [1.19170, -2.52438, -4.23345], [1.84887, -1.74641, -2.83070], [-1.13898, -2.38862, -3.16580], [0.02668, -3.26567, -2.25581], [0.12665, -0.09261, 4.26940], [0.16824, 0.34130, 2.88814], [0.19617, 0.70595, 1.78437], [0.22372, 0.77124, 4.94057], [0.93278, -0.80111, 4.50220], [-0.83031, -0.58972, 4.47762]], "mulliken_charge": [1.54, -0.48, -0.49, -0.94, 0.33, 0.32, -1.02, 0.17, 0.40, -0.54, 0.25, -0.77, 0.33, 0.41, -0.66, 0.32, 0.35, -0.73, 0.36, 0.29, 0.31, 0.34, -0.91, 0.43, -0.46, 0.28, 0.28, 0.27]}


Record 8
{"formula": "C3H8BO2P", "method": "the ωB97M-V functional and the def2-TZVPD basis", "e_above_lowest_kj_mol": 216.4, "orbital_gap_ev": 9.24, "mol_weight_da": 117.88, "e_tot_ha": -635.73422, "homo_ev": -8.77, "charge": 0, "elements": ["C", "B", "O", "H", "H", "H", "C", "O", "H", "H", "C", "P", "H", "H", "H"], "coordinates": [[1.05121, -2.06237, -1.36739], [0.35372, -1.32867, -0.22467], [-0.01742, -0.56433, 0.63854], [1.09249, -1.36643, -2.20350], [0.48264, -3.05434, -1.66498], [2.08675, -2.34980, -1.14238], [-2.21747, 0.20057, -1.23122], [-1.92945, -0.71577, -1.95523], [-3.21708, 0.79503, -1.43438], [-1.78428, 0.39066, -0.28662], [1.11959, 1.98215, 2.59623], [-0.19635, 0.97214, 2.64693], [0.97627, 2.95214, 2.28806], [2.08851, 1.72007, 3.00321], [-1.29817, 1.80295, 2.05697]], "mulliken_charge": [-0.69, 0.29, -0.41, 0.27, 0.25, 0.32, 0.09, -0.41, 0.22, 0.08, -0.54, -0.01, 0.28, 0.28, -0.03]}


What did the eighth record say?
{"formula": "C3H8BO2P", "method": "the ωB97M-V functional and the def2-TZVPD basis", "e_above_lowest_kj_mol": 216.4, "orbital_gap_ev": 9.24, "mol_weight_da": 117.88, "e_tot_ha": -635.73422, "homo_ev": -8.77, "charge": 0, "elements": ["C", "B", "O", "H", "H", "H", "C", "O", "H", "H", "C", "P", "H", "H", "H"], "coordinates": [[1.05121, -2.06237, -1.36739], [0.35372, -1.32867, -0.22467], [-0.01742, -0.56433, 0.63854], [1.09249, -1.36643, -2.20350], [0.48264, -3.05434, -1.66498], [2.08675, -2.34980, -1.14238], [-2.21747, 0.20057, -1.23122], [-1.92945, -0.71577, -1.95523], [-3.21708, 0.79503, -1.43438], [-1.78428, 0.39066, -0.28662], [1.11959, 1.98215, 2.59623], [-0.19635, 0.97214, 2.64693], [0.97627, 2.95214, 2.28806], [2.08851, 1.72007, 3.00321], [-1.29817, 1.80295, 2.05697]], "mulliken_charge": [-0.69, 0.29, -0.41, 0.27, 0.25, 0.32, 0.09, -0.41, 0.22, 0.08, -0.54, -0.01, 0.28, 0.28, -0.03]}


What did the sixth record say?
{"formula": "C2HF2OP", "method": "the ωB97M-V functional and the def2-TZVPD basis", "e_above_lowest_kj_mol": 308.2, "orbital_gap_ev": 8.09, "mol_weight_da": 110.00, "e_tot_ha": -693.03995, "homo_ev": -9.48, "charge": 0, "elements": ["C", "C", "O", "F", "F", "P", "H"], "coordinates": [[0.39841, -0.44009, 0.35413], [0.87101, 0.68524, -0.10408], [-2.35321, -1.45021, -0.51757], [2.10659, 1.19822, -0.08278], [0.09889, 1.76262, -0.32472], [-2.01615, -0.26677, 0.20927], [0.89445, -1.48902, 0.46575]], "mulliken_charge": [-0.75, 0.68, -0.32, -0.23, -0.22, 0.54, 0.28]}